A cluster of 2 separate species, C2H3ClN2O in total in a non-equilibrium geometry, computed with ωB97M-V with the def2-TZVPD basis set.

Results
HOMO level (spin up / spin down) ... -0.2990 / -0.3601 hartree
⟨S²⟩ ... 2.066
Gap between HOMO and LUMO (spin up / spin down) ... 8.8 / 8.4 eV
ΔE to the lowest compared entry with this formula, charge and spin ... 1.9205 eV
Largest force on an atom ... 4.2 eV Å⁻¹

```
! RIJCOSX wB97M-V def2-TZVPD def2/J DEFGRID3
* xyz 0 3
C -0.400 -0.354 0.930
C 1.026 0.161 -0.630
N -0.998 0.648 1.316
N 0.484 0.220 -1.825
O -0.711 0.263 -2.159
Cl -0.601 -2.020 1.075
H 2.029 -0.377 -0.626
H 0.899 1.122 -0.095
H -1.728 0.336 2.014
*
```